Run 1
The following is a quantum chemistry calculation of a cluster of 13 separate species, C4H33NO12 in total, from the OMol25 dataset.

Each line ends with the Löwdin charge.
Atoms and positions in Å:
C (-1.31, 1.43, 3.00)  -0.16
N (-0.36, 1.01, 2.01)  -0.13
C (-0.21, -0.44, 2.02)  -0.24
C (1.34, -2.27, 1.30)  0.02
C (1.12, -0.99, 1.58)  -0.18
H (-2.32, 0.97, 2.99)  0.09
H (-1.48, 2.52, 3.02)  0.09
H (-1.02, 1.10, 4.01)  0.08
H (0.50, 1.53, 1.98)  0.10
H (-0.47, -0.92, 2.99)  0.13
H (-0.86, -0.97, 1.26)  0.12
H (2.34, -2.56, 1.03)  0.06
H (0.63, -3.07, 1.39)  0.06
H (1.96, -0.31, 1.56)  0.07
H (3.57, 1.94, 2.18)  0.03
H (3.41, 2.48, 0.80)  0.01
O (3.03, 2.57, 1.69)  -0.06
H (-2.89, 2.23, -2.26)  0.08
H (-1.65, 1.80, -1.58)  0.01
O (-2.05, 1.76, -2.47)  -0.08
H (-3.61, 0.07, 0.41)  0.04
H (-3.49, -0.91, -0.74)  0.00
O (-3.94, -0.80, 0.14)  -0.08
H (4.13, 0.72, -0.24)  -0.03
H (3.91, -0.19, 0.92)  0.01
O (4.60, 0.07, 0.29)  -0.06
H (-2.66, -3.15, 1.63)  0.04
H (-3.21, -2.23, 0.51)  0.01
O (-2.88, -3.16, 0.70)  -0.08
H (-2.44, 3.42, 0.52)  0.06
H (-1.53, 2.18, 0.75)  0.01
O (-2.39, 2.47, 0.37)  -0.06
H (0.37, 0.41, -0.22)  0.01
H (0.20, 0.50, -1.77)  0.02
O (0.50, 1.00, -0.97)  -0.06
H (0.93, -1.17, -3.15)  0.07
H (0.03, -1.81, -2.02)  0.03
O (0.20, -1.00, -2.54)  -0.06
H (-2.60, 0.04, -2.53)  0.04
H (-1.60, -1.05, -2.22)  0.02
O (-2.53, -0.81, -2.02)  -0.08
H (-1.20, -3.56, -1.94)  0.07
H (-1.60, -3.38, -0.56)  0.02
O (-0.87, -3.12, -1.15)  -0.07
H (3.36, 2.49, -1.98)  0.09
H (2.25, 1.68, -1.24)  0.03
O (3.21, 1.83, -1.30)  -0.07
H (2.50, 0.14, -2.46)  -0.01
H (3.94, -0.26, -2.58)  0.04
O (3.12, -0.24, -3.09)  -0.06

Computed properties:
HOMO = -9.373 eV
HOMO-LUMO gap = 9.636 eV



Run 2
The following is a quantum chemistry calculation of a cluster of 12 separate species, C4H33NO12 in total, from the OMol25 dataset.

Each line ends with the Löwdin charge.
Atoms and positions in Å:
C (4.05, 3.24, 2.03)  -0.08
C (2.81, 2.80, 1.30)  -0.42
C (1.97, 1.97, 2.36)  -0.13
O (0.99, 1.12, 1.71)  -0.26
C (0.06, 0.71, 2.68)  -0.10
N (2.11, 3.88, 0.60)  0.05
H (3.81, 3.91, 2.86)  0.08
H (4.66, 3.91, 1.43)  0.08
H (4.57, 2.33, 2.33)  0.08
H (3.16, 2.09, 0.54)  0.13
H (1.38, 2.58, 3.04)  0.12
H (2.63, 1.31, 2.93)  0.12
H (-0.53, 1.51, 3.13)  0.10
H (0.73, 0.25, 3.41)  0.09
H (-0.59, -0.09, 2.33)  0.09
H (1.86, 4.60, 1.26)  0.07
H (1.25, 3.56, 0.16)  0.02
O (-2.60, -3.63, -1.85)  -0.06
H (-2.85, -3.15, -1.05)  0.00
H (-2.63, -2.98, -2.54)  -0.02
O (1.66, -0.63, -0.13)  -0.05
H (1.47, -0.13, 0.67)  0.00
H (1.02, -0.32, -0.76)  -0.01
O (-2.61, -3.30, 0.87)  -0.03
H (-1.89, -3.92, 0.77)  0.07
H (-3.09, -3.61, 1.64)  0.06
O (-3.52, -0.45, 0.63)  -0.03
H (-3.38, -1.31, 1.03)  0.01
H (-4.47, -0.37, 0.57)  0.06
O (-2.85, 1.57, -2.31)  -0.04
H (-3.09, 1.02, -1.56)  0.01
H (-1.90, 1.49, -2.38)  0.00
O (-1.08, -0.51, -0.60)  -0.04
H (-0.67, -1.37, -0.74)  0.01
H (-1.77, -0.68, 0.04)  -0.01
O (1.59, -3.02, 1.27)  -0.07
H (1.34, -2.39, 0.59)  -0.03
H (1.21, -3.84, 0.98)  0.01
O (0.16, -3.37, -1.69)  -0.05
H (0.43, -2.64, -2.25)  -0.01
H (-0.74, -3.55, -1.94)  -0.01
O (-2.40, -1.64, -3.51)  -0.02
H (-2.35, -0.83, -3.00)  0.02
H (-2.23, -1.37, -4.41)  0.07
O (-0.28, 2.80, -0.67)  -0.03
H (-0.31, 2.01, -0.14)  0.02
H (-0.11, 2.49, -1.56)  0.04
O (0.73, -0.96, -3.28)  -0.03
H (1.62, -1.10, -3.60)  0.07
H (0.64, -0.01, -3.21)  0.05

Computed properties:
HOMO = -9.029 eV
HOMO-LUMO gap = 8.864 eV
SMILES string = COC[C@H](C)N.O.O.O.O.O.O.O.O.O.O.O



Ranked by calculated energy, most stable first: run 1, run 2.